Entry 1:
Formula: C15H30ClNO6PS2
Source: the Open Molecules 2025 dataset
Level of theory: wB97M-V/def2-TZVPD

Values from the calculation:
LUMO in eV: -3.1
Calculated total energy in eV: -73286.413
Kohn-Sham gap in Eh: 0.32363

ORCA input file:
```
! wB97M-V def2-TZVPD RIJCOSX def2/J DEFGRID3
* xyz 1 1
O -2.441 -1.330 0.574
P -3.061 0.108 0.029
Cl -2.464 1.439 1.491
C -2.061 0.374 -1.545
C -2.816 0.368 -2.926
C -2.069 1.447 -3.828
C -0.688 1.445 -3.134
N -1.052 1.472 -1.677
C -1.227 2.865 -1.185
C -2.747 3.314 -1.191
C -2.968 4.806 -1.780
O -3.074 4.283 -0.292
H -2.858 -2.070 0.103
H -1.463 -0.549 -1.643
H -3.903 0.524 -2.857
H -2.678 -0.583 -3.452
H -2.600 2.403 -3.764
H -1.957 1.043 -4.837
H -0.093 0.518 -3.198
H 0.048 2.192 -3.448
H -0.240 1.106 -1.166
H -0.802 3.545 -1.925
H -0.830 3.097 -0.196
H -3.520 2.569 -1.442
H -3.667 5.607 -1.474
H -3.777 4.335 -2.452
C 4.335 0.212 0.628
C 4.973 1.454 -0.008
C 4.434 1.564 -1.440
S 2.816 0.795 -1.425
O 2.847 -0.382 -2.255
O 1.791 1.817 -1.603
C 2.851 0.291 0.290
H 4.498 0.180 1.704
H 4.770 -0.691 0.194
H 4.688 2.341 0.562
H 6.060 1.396 -0.003
H 4.335 2.600 -1.758
H 5.056 1.018 -2.147
H 2.330 -0.659 0.405
H 2.354 1.066 0.876
C -0.790 -3.144 2.602
C -0.874 -4.663 2.804
C 0.330 -5.080 3.657
S 0.751 -3.652 4.662
O 2.051 -3.174 4.262
O 0.430 -3.924 6.037
C -0.487 -2.559 3.977
H -1.709 -2.738 2.192
H 0.023 -2.908 1.909
H -1.800 -4.908 3.329
H -0.886 -5.197 1.854
H 0.096 -5.918 4.309
H 1.194 -5.321 3.039
H -0.099 -1.543 3.938
H -1.363 -2.601 4.624
*
```


Entry 2:
Formula: C15H30CuIO15
Source: the Open Molecules 2025 dataset
Level of theory: wB97M-V/def2-TZVPD

Values from the calculation:
LUMO in eV: 0.4
Energy above the lowest of the compared OMol25 structures with the same formula, charge and spin in eV: 2.641
Calculated total energy in eV: -99492.909
Kohn-Sham gap in Eh: 0.27290

ORCA input file:
```
! wB97M-V def2-TZVPD RIJCOSX def2/J DEFGRID3
* xyz 0 1
Cu -17.269 -22.149 -3.536
I -19.565 -23.941 -4.221
C -19.263 -24.868 -0.354
O -18.245 -24.320 0.501
C -17.202 -23.664 -0.101
O -17.125 -23.383 -1.309
O -16.237 -23.609 0.859
C -15.060 -22.903 0.522
H -19.591 -24.012 -0.944
H -20.166 -25.259 0.114
H -18.930 -25.587 -1.103
H -14.489 -22.671 1.421
H -15.185 -22.040 -0.133
H -14.447 -23.483 -0.168
C -16.641 -23.097 -7.886
O -16.531 -24.435 -7.394
C -16.055 -24.674 -6.143
O -15.682 -23.830 -5.273
O -15.761 -25.960 -6.091
C -15.185 -26.490 -4.983
H -16.572 -23.069 -8.973
H -15.868 -22.402 -7.558
H -17.626 -22.776 -7.546
H -15.648 -26.094 -4.079
H -14.145 -26.162 -5.001
H -15.124 -27.577 -4.939
C -15.607 -18.966 -6.754
O -17.006 -18.861 -6.836
C -17.735 -19.810 -6.251
O -17.403 -20.613 -5.422
O -18.914 -19.858 -6.903
C -19.798 -20.911 -6.965
H -15.249 -18.378 -5.909
H -15.147 -18.432 -7.586
H -15.125 -19.938 -6.648
H -20.047 -21.342 -5.995
H -19.367 -21.682 -7.603
H -20.670 -20.470 -7.448
C -15.247 -18.526 -3.102
O -14.049 -19.344 -3.292
C -14.146 -20.721 -3.296
O -15.181 -21.365 -3.484
O -12.950 -21.259 -2.945
C -12.753 -22.602 -2.824
H -15.457 -18.456 -2.034
H -16.134 -18.778 -3.683
H -15.003 -17.499 -3.374
H -11.807 -22.880 -3.288
H -13.598 -23.193 -3.177
H -12.646 -22.730 -1.747
C -20.662 -19.222 -3.215
O -20.057 -19.134 -1.889
C -18.867 -19.711 -1.702
O -18.259 -20.381 -2.555
O -18.439 -19.360 -0.468
C -17.194 -19.890 0.040
H -20.044 -18.720 -3.959
H -21.638 -18.742 -3.286
H -20.714 -20.275 -3.492
H -17.259 -20.132 1.101
H -16.436 -19.106 0.049
H -16.797 -20.767 -0.471
*
```


Entry 3:
Formula: C15H30F3NO4
Source: the Open Molecules 2025 dataset
Level of theory: wB97M-V/def2-TZVPD

Values from the calculation:
LUMO in eV: 0.2
SMILES: C[C@@]1(CCC(F)=C(F)F)CCC(=O)N1.CCO.CCO.CCO
Calculated total energy in eV: -33869.733
Kohn-Sham gap in Eh: 0.29953

ORCA input file:
```
! wB97M-V def2-TZVPD RIJCOSX def2/J DEFGRID3
* xyz 0 1
C -3.866 0.911 -0.747
C -4.832 -0.163 -0.266
C -4.409 -1.607 -0.563
C -4.192 -1.888 -2.058
C -2.797 -1.644 -2.502
F -1.825 -2.529 -2.125
C -2.388 -0.580 -3.265
F -1.617 0.420 -2.873
F -2.764 -0.472 -4.538
C -5.025 0.143 1.280
C -6.318 0.969 1.295
C -6.693 1.138 -0.195
O -7.241 2.051 -0.741
N -6.200 -0.076 -0.820
H -3.961 1.829 -0.172
H -3.970 1.167 -1.798
H -2.863 0.531 -0.556
H -3.516 -1.828 0.020
H -5.218 -2.253 -0.230
H -4.494 -2.907 -2.310
H -4.828 -1.244 -2.662
H -4.221 0.729 1.705
H -5.024 -0.823 1.783
H -7.168 0.586 1.851
H -6.126 1.986 1.637
H -6.786 -0.770 -0.359
C 1.342 0.693 1.495
C 0.480 0.206 0.346
O -0.890 0.583 0.515
H 0.978 0.292 2.441
H 2.376 0.392 1.365
H 1.301 1.784 1.568
H 0.504 -0.881 0.286
H 0.844 0.613 -0.603
H -0.921 1.543 0.556
C 6.359 0.628 3.630
C 5.489 0.147 2.483
O 4.127 0.546 2.669
H 5.994 0.230 4.577
H 7.395 0.316 3.493
H 6.332 1.718 3.704
H 5.503 -0.938 2.423
H 5.849 0.546 1.532
H 4.109 1.506 2.710
C 6.332 -0.228 -2.543
C 7.274 -0.144 -1.356
O 6.862 -1.013 -0.303
H 5.317 0.030 -2.241
H 6.644 0.449 -3.340
H 6.304 -1.244 -2.942
H 7.286 0.865 -0.948
H 8.294 -0.405 -1.657
H 6.859 -1.910 -0.649
*
```


Entry 4:
Formula: C15H30FN3O4
Source: the Open Molecules 2025 dataset
Level of theory: wB97M-V/def2-TZVPD

Values from the calculation:
LUMO in eV: -7.3
Energy above the lowest of the compared OMol25 structures with the same formula, charge and spin in eV: 0.000
Calculated total energy in eV: -31396.088
Kohn-Sham gap in Eh: 0.27478

ORCA input file:
```
! wB97M-V def2-TZVPD RIJCOSX def2/J DEFGRID3
* xyz 2 1
C -1.469 -2.335 2.632
C -1.093 -0.835 2.523
O -1.940 -0.071 2.865
N 0.177 -0.401 1.956
H 1.101 -1.151 2.110
H 0.043 -0.332 0.880
C 0.604 1.038 2.078
H -1.668 -2.794 1.579
H -2.107 -2.359 3.347
H -0.636 -2.930 3.296
H -0.314 1.560 1.666
H 1.653 1.263 1.726
H 0.665 1.161 3.280
C -2.082 -0.968 -3.255
C -3.070 -0.475 -2.310
O -4.191 0.096 -2.757
N -2.792 -0.913 -0.861
H -2.926 -1.867 -1.027
H -1.606 -0.831 -0.645
C -3.678 -0.362 0.209
H -1.330 -1.408 -2.701
H -1.829 -0.157 -3.808
H -2.647 -1.573 -3.867
H -4.767 -0.405 -0.259
H -3.360 0.679 0.665
H -3.714 -1.200 0.881
C 3.134 -0.719 -1.046
C 2.676 -2.174 -1.069
O 3.434 -3.093 -1.521
N 1.337 -2.450 -0.434
H 1.322 -2.298 0.671
H 0.637 -1.496 -0.514
C 0.728 -3.836 -0.764
H 4.230 -0.645 -0.759
H 2.622 0.007 -0.457
H 3.252 -0.513 -2.205
H -0.221 -3.667 -0.192
H 1.144 -4.595 -0.142
H 0.591 -3.980 -1.876
O -0.321 -0.482 -0.632
H -0.143 0.040 -1.276
F -1.009 3.727 -0.955
C 0.240 3.892 -0.389
C 1.236 3.168 -0.923
C 2.557 3.235 -0.366
C 2.797 3.933 0.765
C 1.782 4.703 1.311
C 0.528 4.574 0.762
H 1.218 2.563 -1.867
H 3.449 2.888 -0.870
H 3.860 4.079 1.131
H 2.143 5.386 2.192
H -0.250 5.326 1.225
*
```